A structure of composition C17H36AlO6S2 at a distorted geometry. Source: the Open Molecules 2025 dataset; level of theory: ωB97M-V/def2-TZVPD.

Results
Energy (eV): -58765.42113
Net charge: -1
Kohn-Sham gap (eV): 6.56

Each line ends with the natural charge from an NBO analysis.
CARTESIAN COORDINATES (ANGSTROEM)
C (-0.592, -0.083, -0.925)  -0.59
C (0.484, -0.866, -1.684)  -0.21
C (0.046, -2.330, -1.774)  -0.62
C (1.886, -0.603, -1.065)  -0.23
C (2.778, 0.090, -2.102)  -0.60
C (2.607, -1.832, -0.518)  -0.04
O (1.937, -2.365, 0.581)  -0.96
Al (2.819, -3.159, 1.910)  1.34
C (2.658, -1.840, 3.455)  -0.98
C (3.410, -0.570, 3.223)  0.09
C (4.607, -0.228, 4.015)  -0.16
O (4.659, -0.561, 2.576)  -0.52
H (-1.537, -0.078, -1.476)  0.17
H (-0.780, -0.549, 0.045)  0.21
H (-0.288, 0.951, -0.740)  0.20
H (0.484, -0.482, -2.711)  0.19
H (-0.104, -2.737, -0.774)  0.23
H (-0.906, -2.377, -2.309)  0.20
H (0.773, -2.959, -2.290)  0.20
H (1.762, 0.101, -0.233)  0.19
H (2.975, -0.581, -2.944)  0.19
H (2.307, 1.000, -2.481)  0.19
H (3.742, 0.364, -1.664)  0.20
H (3.638, -1.529, -0.270)  0.16
H (2.714, -2.569, -1.334)  0.14
H (2.059, -4.541, 2.360)  -0.45
H (4.350, -3.516, 1.506)  -0.44
H (3.004, -2.281, 4.394)  0.20
H (1.600, -1.569, 3.529)  0.20
H (2.793, 0.300, 2.970)  0.15
H (5.231, -0.989, 4.467)  0.19
H (4.884, 0.814, 4.150)  0.16
C (-3.763, 1.395, -5.022)  -0.41
C (-4.498, 0.372, -5.900)  -0.40
C (-3.673, -0.919, -5.882)  -0.68
S (-2.800, -0.934, -4.300)  2.17
O (-1.390, -0.836, -4.570)  -0.94
O (-3.329, -1.982, -3.468)  -0.93
C (-3.392, 0.662, -3.739)  -0.68
H (-4.380, 2.268, -4.814)  0.22
H (-2.857, 1.737, -5.527)  0.22
H (-5.490, 0.183, -5.486)  0.21
H (-4.631, 0.735, -6.919)  0.22
H (-4.280, -1.818, -5.938)  0.25
H (-2.913, -0.934, -6.660)  0.24
H (-2.602, 1.136, -3.161)  0.27
H (-4.262, 0.481, -3.108)  0.24
C (-0.131, 3.085, 5.070)  -0.41
C (-0.095, 1.560, 4.912)  -0.41
C (-1.351, 1.151, 4.132)  -0.67
S (-1.788, 2.567, 3.106)  2.17
O (-3.054, 3.098, 3.558)  -0.96
O (-1.593, 2.271, 1.712)  -0.93
C (-0.482, 3.644, 3.697)  -0.67
H (0.820, 3.476, 5.427)  0.22
H (-0.904, 3.370, 5.788)  0.21
H (0.796, 1.268, 4.353)  0.23
H (-0.053, 1.054, 5.875)  0.22
H (-1.195, 0.294, 3.481)  0.27
H (-2.200, 0.969, 4.788)  0.24
H (-0.858, 4.664, 3.710)  0.25
H (0.349, 3.556, 2.996)  0.24